The following is a DFT calculation (ωB97M-V/def2-TZVPD) of a gas-phase ion, C6H10BrN2 (charge +1).

Each line ends with the Löwdin charge.
Atoms and positions in Å:
C (-0.012, 2.373, 0.490)  -0.126
C (1.082, 2.283, 1.320)  -0.519
C (-0.845, 1.233, 0.191)  -0.307
C (0.562, -0.915, -0.275)  -0.346
C (1.732, -0.493, -0.714)  0.089
C (0.189, -2.354, -0.289)  -0.031
N (-0.501, -0.042, 0.174)  0.154
N (-2.137, 1.597, 0.072)  0.202
Br (2.356, 3.652, 1.712)  0.770
H (-0.207, 3.311, 0.038)  0.106
H (2.595, -1.071, -0.853)  0.063
H (1.290, 1.288, 1.852)  0.104
H (1.883, 0.702, -0.821)  0.125
H (-0.791, -2.481, 0.095)  0.058
H (0.759, -2.912, 0.381)  0.073
H (0.091, -2.902, -1.302)  0.141
H (-1.332, -0.651, 0.172)  0.157
H (-2.245, 2.597, 0.320)  0.141
H (-2.946, 1.236, -0.419)  0.146

SMILES string ... C=C(C)NC(=[NH2+])/C=C/Br
Charge ... +1
Energy above the lowest of the compared OMol25 structures with the same formula, charge and spin ... 134.7 kJ/mol
E_HOMO ... -13.1965 eV
DFT total energy ... -2917.8347 Eh
Frontier orbital gap ... 8.4 eV